1.
Density functional theory data (ωB97M-V/def2-TZVPD) for a single C3H3N3O2 molecule at a distorted geometry.

Energy relative to the best compared isomer or geometry (same formula, charge and spin): 496.0 kJ/mol
SMILES: [H]/N=c1/nnc(O)co1
E_LUMO: -0.471 eV
DFT total energy: -11720.8168 eV

The geometry in XYZ format:
```
11
Properties=species:S:1:pos:R:3:forces:R:3
H 1.639553 3.098009 0.452817 -1.400 -2.735 -1.166
N 1.167712 2.388610 -0.239785 -0.533 0.697 1.729
C 0.498622 1.329648 0.013361 1.602 0.393 -1.120
N -0.038790 0.679051 -1.204548 1.110 1.119 -0.315
N -0.365218 -0.511377 -1.263816 -1.139 -0.422 1.647
C -0.583689 -1.158402 -0.000156 2.344 1.743 -0.930
O -0.964775 -2.411018 -0.079742 -1.306 -1.881 1.381
C -0.162897 -0.571374 1.120596 -2.917 -3.383 1.932
O 0.476724 0.557109 1.168519 0.859 3.335 0.032
H -1.041596 -2.709261 0.869198 -0.002 -0.078 -1.541
H -0.551686 -1.050692 2.122002 1.382 1.211 -1.649
```
Positions in Å, forces in eV/Å.


2.
Density functional theory data (ωB97M-V/def2-TZVPD) for a single C3H3N3O2 molecule at a distorted geometry.

Energy relative to the best compared isomer or geometry (same formula, charge and spin): 450.7 kJ/mol
SMILES: [H]/N=C1N=N/C(=C\O)O\1
E_LUMO: -1.215 eV
DFT total energy: -11721.2862 eV

The geometry in XYZ format:
```
11
Properties=species:S:1:pos:R:3:forces:R:3
H -1.436100 1.479636 2.423198 -0.464 1.119 0.211
N -1.127192 2.037350 1.611908 0.352 -0.807 -0.262
C -0.730719 1.045879 0.929690 0.329 2.576 -0.925
N -0.863401 -0.232299 1.388745 2.420 -3.339 -2.966
N -0.228154 -0.983008 0.532835 -0.991 -0.250 0.941
C 0.283773 -0.217751 -0.546783 -0.873 1.634 2.397
C 1.126397 -0.581118 -1.502838 0.114 -0.720 -1.562
O 1.194538 -1.917002 -1.688425 5.205 -1.029 -2.781
O -0.060110 1.083250 -0.299550 -0.797 0.678 1.051
H 1.638928 0.037593 -2.299896 -0.911 -0.244 1.489
H 2.176261 -2.083569 -2.234331 -4.384 0.382 2.408
```
Positions in Å, forces in eV/Å.


3.
Density functional theory data (ωB97M-V/def2-TZVPD) for a single C3H3N3O2 molecule at a distorted geometry.

Energy relative to the best compared isomer or geometry (same formula, charge and spin): 505.0 kJ/mol
SMILES: [H]/N=c1\cnoc(O)n1
E_LUMO: -0.152 eV
DFT total energy: -11720.7234 eV

The geometry in XYZ format:
```
11
Properties=species:S:1:pos:R:3:forces:R:3
H 0.849713 0.578742 -2.570607 0.155 -0.708 -0.382
N -0.089655 0.706486 -2.237899 -2.287 0.611 3.055
C -0.141850 0.341449 -0.978003 4.588 0.002 -1.693
C 1.153541 -0.398802 -0.561500 -0.534 -0.977 3.546
N 1.493250 -1.002331 0.556640 -2.623 2.180 -1.417
O 0.382449 -0.842113 1.545821 0.033 1.436 -1.673
C -0.599558 0.035932 1.149244 -2.904 -4.521 4.535
O -1.637039 -0.200712 2.065299 -1.213 3.382 0.744
N -0.947831 0.591272 0.107816 -0.333 1.674 -4.175
H 1.987479 -0.367942 -1.173077 1.347 -0.169 -1.725
H -2.450502 0.558018 2.096265 3.770 -2.910 -0.815
```
Positions in Å, forces in eV/Å.